Record 1
DFT (wB97M-V/def2-TZVPD) results for a molecular structure, C4H5NO.

Properties
ΔE to the lowest compared entry with this formula, charge and spin (eV): 3.8263
Kohn-Sham gap (eV): 8.31
Lowest unoccupied orbital energy (Ha): 0.0184

XYZ file:
```
11
C4H5NO | the Open Molecules 2025 dataset | wB97M-V/def2-TZVPD
O -0.25705 2.29719 0.09339
C 0.16952 1.07173 -0.03529
C 0.75629 0.28892 -1.01029
N 0.38780 -1.02981 -0.69735
C -0.34859 -1.12599 0.40270
C -0.48366 0.18600 0.94381
H -1.12807 1.36380 0.72727
H 1.22376 0.52224 -1.95426
H 0.62394 -1.81995 -1.28195
H -0.63265 -2.09213 0.80236
H -0.31130 0.33802 2.00960
```

---

Record 2
DFT (wB97M-V/def2-TZVPD) results for a single C4H9NOS molecule in a non-equilibrium geometry.

Properties
ΔE to the lowest compared entry with this formula, charge and spin (eV): 4.4565
Kohn-Sham gap (eV): 9.77
Lowest unoccupied orbital energy (Ha): 0.0320

XYZ file:
```
16
C4H9NOS | the Open Molecules 2025 dataset | wB97M-V/def2-TZVPD
C 1.10767 -0.95193 0.23830
C 1.82376 0.35176 0.70523
C -2.65567 -0.53860 -0.09997
C 2.18553 1.17992 -0.29127
N -1.38136 1.43220 0.92255
O -0.22910 -0.96437 0.50302
S -1.09214 0.39686 -0.17479
H 1.57853 -1.80901 0.87586
H 1.33896 -1.25763 -0.79472
H 1.92440 0.48573 1.71077
H -2.15966 -1.49056 -0.52721
H -2.89671 -0.61981 0.99055
H -3.48640 0.07744 -0.64870
H 2.14981 0.83339 -1.26434
H 2.35113 2.19682 -0.07613
H -0.88954 2.29678 0.98968
```

---

Record 3
DFT (wB97M-V/def2-TZVPD) results for a single C8H10FN3O molecule in a non-equilibrium geometry.

Properties
ΔE to the lowest compared entry with this formula, charge and spin (eV): 1.2170
Kohn-Sham gap (eV): 8.66
Lowest unoccupied orbital energy (Ha): 0.0276

XYZ file:
```
23
C8H10FN3O | the Open Molecules 2025 dataset | wB97M-V/def2-TZVPD
C 4.00012 -0.53158 0.66452
C 4.29425 0.46654 -0.19930
C 2.12271 0.04471 -0.17894
C 0.74989 0.09856 -0.42027
C -0.51554 -1.54198 -0.05268
C -1.78876 -0.69556 -0.14718
C -2.25950 -0.39555 1.29587
C -2.34680 1.63861 -0.96005
N 2.66998 -0.74520 0.68401
N -0.10154 0.89431 -0.81743
N -1.35398 0.59832 -0.78693
O 3.07315 0.89862 -0.76900
F -0.41304 -2.42960 -1.11223
H 4.72060 -1.13994 1.18790
H 5.12831 1.18330 -0.31562
H -0.13958 -2.04599 0.84861
H -2.62976 -0.99674 -0.73335
H -1.74198 0.38693 1.72604
H -2.38828 -1.29913 1.91708
H -3.25397 -0.02174 1.18398
H -2.18307 2.15948 -1.83774
H -3.32150 1.18959 -1.04945
H -2.32170 2.28404 -0.12785
```

---

Record 4
DFT (wB97M-V/def2-TZVPD) results for a molecular structure, C6H12O4 in a non-equilibrium geometry.

Properties
ΔE to the lowest compared entry with this formula, charge and spin (eV): 5.8824
Kohn-Sham gap (eV): 9.58
Lowest unoccupied orbital energy (Ha): 0.0058

XYZ file:
```
22
C6H12O4 | the Open Molecules 2025 dataset | wB97M-V/def2-TZVPD
O 0.86648 -0.14007 2.83581
C 1.02509 0.00566 1.44954
C -0.17097 -0.44273 0.59783
C 0.19773 -0.43460 -0.88846
C 0.37158 0.94298 -1.52989
C 0.59676 0.84701 -3.01036
O 1.44170 1.46347 -3.61787
C -0.62588 -1.80446 1.03067
O -1.80533 -1.04280 0.88991
H -0.03635 0.11287 3.08086
H 1.28465 1.04595 1.18717
H 1.91931 -0.56844 1.16689
H 1.12526 -1.01212 -1.02523
H -0.56394 -1.00105 -1.44315
H -0.57200 1.50547 -1.41443
H 1.18622 1.52773 -1.08439
H -0.09254 0.16015 -3.55408
H -0.56294 -2.60112 0.28284
H -0.39768 -2.09530 2.06114
H -2.27812 0.31358 1.22843
O -1.52674 1.27140 1.21226
H -1.38232 1.94645 0.54452
```

---

Record 5
DFT (wB97M-V/def2-TZVPD) results for a molecular structure, C5H10LaOP in a non-equilibrium geometry.

Properties
ΔE to the lowest compared entry with this formula, charge and spin (eV): 0.3224
Kohn-Sham gap (alpha / beta) (eV): 4.49 / 4.49
Lowest unoccupied orbital energy (alpha / beta) (Ha): -0.0480 / -0.0481

XYZ file:
```
18
C5H10LaOP | the Open Molecules 2025 dataset | wB97M-V/def2-TZVPD
C -1.03295 -0.80803 -0.04962
C -1.49948 -1.92363 0.69241
C -2.61172 -1.51588 1.48030
C -2.86802 -0.13822 1.23579
C -1.91552 0.34849 0.30586
La 0.63121 1.92402 -1.68621
P 2.25391 0.02581 -2.18368
H -0.21535 -0.79304 -0.78916
H -1.06661 -2.92223 0.66320
H -3.18036 -2.15322 2.15499
H -1.85490 1.36616 -0.11572
H -3.66182 0.45492 1.68639
H 0.84633 -0.02820 -2.70625
H 3.02448 -0.91101 -2.94040
H 2.48912 1.37741 -2.78199
O 1.70264 1.38228 0.36174
H 2.21632 0.66091 -0.14641
H 1.91439 1.38926 1.31471
```

---

Record 6
DFT (wB97M-V/def2-TZVPD) results for 4 unconnected molecules or ions with the total composition C3H14N2O3 in a non-equilibrium geometry.

Properties
ΔE to the lowest compared entry with this formula, charge and spin (eV): 2.6016
Kohn-Sham gap (eV): 8.66
SMILES string: C/C(N)=C/N.O.O.O
Lowest unoccupied orbital energy (Ha): 0.0170

XYZ file:
```
22
C3H14N2O3 | the Open Molecules 2025 dataset | wB97M-V/def2-TZVPD
C -0.61675 2.39011 -0.28063
C -0.44461 0.93000 -0.49314
N 0.30728 0.20903 0.56145
C -0.49469 0.39711 -1.75435
N -0.00348 -0.91241 -1.82115
H -1.55212 2.39912 0.20041
H 0.27427 2.79937 0.19241
H -0.69365 2.94963 -1.10347
H 0.02879 0.54706 1.57991
H -0.04526 -0.79342 0.64659
H -0.97438 1.02553 -2.57036
H 0.91043 -0.95340 -1.90337
H -0.27015 -1.49378 -2.58174
O 0.10313 -2.73530 0.82724
H -0.07308 -2.31635 0.07998
H 0.96359 -3.11604 0.62828
O 2.99878 0.51152 0.25030
H 2.68129 -0.33553 -0.06024
H 2.18847 1.06313 0.21989
O -1.87207 -0.46827 2.59403
H -1.70545 -1.27329 3.12557
H -1.71032 -0.82382 1.66240
```

---

Q: What is the ΔE to the lowest compared entry with this formula, charge and spin in the first record?
A: 3.8263 eV